[1]
Formula: C14H24F3NO7PV
Source: the OMol25 dataset
Level of theory: ωB97M-V/def2-TZVPD

Properties
Lowest unoccupied orbital energy (spin up / spin down): 0.36 / 0.36 eV
HOMO (spin up / spin down): -8.66 / -9.98 eV
2S+1: 3
ΔE to the lowest compared entry with this formula, charge and spin: 0.0 kcal/mol
Calculated total energy: -2714.4332 Ha
HOMO-LUMO gap (spin up / spin down): 9.0 / 10.3 eV

Element x y z (Å)
V -0.21758 0.83707 0.48540
O -0.87715 2.55321 1.78204
C -1.53551 2.03704 2.91540
C -0.58866 0.99242 3.49418
N -0.36307 -0.09922 2.53858
C -1.48448 -1.02065 2.48616
C -2.48720 -0.49065 1.41197
O -3.65433 -0.81803 1.43714
O -1.90019 0.25070 0.56126
C 0.93613 -0.70220 2.79078
C 1.99128 0.18236 2.04238
O 3.16454 0.14356 2.34462
O 1.44358 0.86389 1.12153
H -1.50296 3.01057 1.18118
H -1.70074 2.83756 3.65163
H -2.50325 1.58658 2.65975
H 0.37211 1.49059 3.66204
H -0.96333 0.60402 4.45174
H -1.15691 -1.99922 2.12024
H -2.00227 -1.15272 3.44622
H 1.18960 -0.76748 3.85779
H 0.99285 -1.70372 2.35495
C -1.23691 -2.17577 -3.19420
C -1.33083 -1.21669 -2.00912
P 0.22648 -0.88795 -1.07324
C 1.41602 -0.36923 -2.37268
C 2.62026 0.36041 -1.78707
C 0.78932 -2.59573 -0.62243
C 2.25399 -2.67097 -0.20352
H -2.16676 -2.13608 -3.75873
H -1.09629 -3.20391 -2.86692
H -0.42377 -1.90723 -3.86419
H -2.07202 -1.58571 -1.29309
H -1.67360 -0.23084 -2.34342
H 0.87614 0.30921 -3.03884
H 1.73198 -1.25344 -2.93456
H 2.28406 1.20723 -1.18940
H 3.25690 0.73252 -2.58684
H 3.21432 -0.28585 -1.14610
H 0.62408 -3.23792 -1.49205
H 0.13763 -2.95120 0.18239
H 2.90080 -2.54113 -1.06712
H 2.47363 -3.64285 0.23474
H 2.50125 -1.90673 0.53099
F 0.23070 4.74534 -2.45102
C -0.52629 3.65865 -2.65488
F -1.62098 4.05099 -3.31260
F 0.16161 2.85469 -3.48352
C -0.85102 2.92843 -1.29912
O -1.73699 3.38089 -0.59570
O -0.11618 1.93519 -1.10470

=====

[2]
Formula: C14H24F6N3O5OsS2Si2
Source: the OMol25 dataset
Level of theory: ωB97M-V/def2-TZVPD

Properties
Lowest unoccupied orbital energy (spin up / spin down): -3.40 / -5.81 eV
HOMO (spin up / spin down): -11.91 / -12.26 eV
2S+1: 5
Calculated total energy: -3153.3742 Ha
Net charge: +1
HOMO-LUMO gap (spin up / spin down): 8.5 / 6.4 eV

Element x y z (Å)
Os 0.07028 0.13593 -0.07586
F 4.75698 0.37159 1.09936
C 3.69666 -0.19915 1.63633
F 4.01387 -0.78558 2.77129
F 3.19167 -1.09384 0.79743
S 2.42444 1.13311 2.02304
O 1.08664 0.49305 1.68045
O 2.56116 1.44492 3.39268
N 2.71643 2.34933 1.07771
S 2.08160 2.31445 -0.35967
O 2.21549 0.98792 -0.99238
O 0.71685 2.79965 -0.41083
C 3.12046 3.51506 -1.30018
F 4.34826 3.04354 -1.40197
F 2.57200 3.63242 -2.49858
F 3.11457 4.67186 -0.67204
C -1.74498 1.61441 -2.80313
C -1.23014 0.21765 -2.93299
C -1.34644 -0.55100 -4.06214
C -0.82474 -1.85496 -4.08389
C -0.18736 -2.41000 -2.99507
C -0.09509 -1.61888 -1.85574
N -0.61911 -0.36125 -1.86678
N 0.49011 -1.81049 -0.63578
Si 0.44667 -3.31592 0.34869
C 1.09946 -2.91095 2.03266
C -1.34438 -3.79906 0.42678
C 1.47417 -4.59609 -0.49886
H -1.37221 2.22810 -3.62266
H -1.45347 2.07336 -1.86132
H -2.83439 1.60888 -2.85902
H -1.83538 -0.13752 -4.93250
H -0.91536 -2.43653 -4.99253
H 0.24784 -3.39806 -3.01112
H 0.76442 -1.93835 2.39986
H 2.19010 -2.92700 2.06118
H 0.73579 -3.66284 2.73618
H -1.96518 -2.94360 0.70759
H -1.50915 -4.58369 1.16830
H -1.70091 -4.17501 -0.53532
H 2.46967 -4.21953 -0.74192
H 1.00505 -4.95770 -1.41566
H 1.59681 -5.45469 0.16649
C -3.42551 0.92782 2.58362
Si -2.24385 1.99849 1.66019
C -3.09985 3.28260 0.64781
C -0.97604 2.75501 2.76881
O -1.45701 0.96846 0.54131
H -4.01533 1.53256 3.27632
H -2.89955 0.16762 3.16587
H -4.11754 0.42372 1.90542
H -3.62371 3.98328 1.30156
H -3.83483 2.84099 -0.02885
H -2.38139 3.85250 0.05344
H -1.46854 3.43015 3.47208
H -0.25023 3.33905 2.19642
H -0.43573 2.00424 3.34790

=====

[3]
Formula: C14H24F6O7
Source: the OMol25 dataset
Level of theory: ωB97M-V/def2-TZVPD

Properties
Lowest unoccupied orbital energy: 0.74 eV
HOMO: -9.84 eV
ΔE to the lowest compared entry with this formula, charge and spin: 8.8 kcal/mol
SMILES: CCOC(=O)C(F)(F)F.CCOC(=O)C(F)(F)F.COCCOCCOC
Calculated total energy: -1673.6797 Ha
HOMO-LUMO gap: 10.6 eV

Element x y z (Å)
C 8.07149 15.60339 22.42958
O 6.82820 16.05388 21.98112
C 6.82113 16.59668 20.69622
C 5.43300 17.01175 20.25777
O 5.29918 17.01231 18.86983
C 5.38806 18.30408 18.28664
C 5.72610 18.10278 16.81919
O 5.37075 19.24941 16.08871
C 5.67691 19.09314 14.73026
H 7.92718 14.84649 23.19516
H 8.76054 16.40966 22.69218
H 8.59451 15.05919 21.62491
H 7.18017 15.83515 19.98192
H 7.56394 17.40005 20.56284
H 5.13433 17.98363 20.66823
H 4.75012 16.31668 20.76167
H 6.13463 18.87921 18.83727
H 4.42973 18.82297 18.38465
H 5.22775 17.21469 16.42148
H 6.81157 17.96293 16.74778
H 5.30502 19.92602 14.14123
H 5.19928 18.18074 14.34629
H 6.74957 18.96526 14.54444
C 3.71252 9.96811 16.38675
C 2.94125 11.13142 15.79180
O 3.94316 12.08827 15.36171
C 3.59036 13.02826 14.50756
O 2.47645 13.28936 14.17118
C 4.83789 13.74800 13.95128
F 4.77574 15.05920 14.26229
F 5.99429 13.25867 14.42570
F 4.84491 13.62158 12.60364
H 3.04849 9.14666 16.65292
H 4.28272 10.30534 17.25092
H 4.40134 9.55920 15.64486
H 2.36454 11.62338 16.57093
H 2.40884 10.78496 14.90958
C 4.33881 12.45703 23.26684
C 4.24758 13.63128 22.25576
O 5.24060 13.43732 21.23460
C 5.00546 12.61245 20.25047
O 3.98232 12.03230 20.01473
C 6.22509 12.45767 19.29182
F 5.90620 13.15125 18.19746
F 7.35651 12.89460 19.79988
F 6.33848 11.17955 18.96339
H 5.34930 12.47640 23.67770
H 4.37103 11.52578 22.69964
H 3.52848 12.58122 23.97490
H 4.63852 14.51462 22.76524
H 3.24700 13.87772 21.91181

=====

[4]
Formula: C14H24FNO10S
Source: the OMol25 dataset
Level of theory: ωB97M-V/def2-TZVPD

Properties
Lowest unoccupied orbital energy: 0.27 eV
HOMO: -10.53 eV
ΔE to the lowest compared entry with this formula, charge and spin: 0.0 kcal/mol
SMILES: CC(=O)OCCCCNS(=O)(=O)F.C[C@@H]1COC(=O)O1.C[C@@H]1COC(=O)O1
Calculated total energy: -1853.0891 Ha
HOMO-LUMO gap: 10.8 eV

Element x y z (Å)
C 1.56379 -1.24648 3.15021
C 1.86936 -0.76164 1.75819
O 2.32649 -1.48470 0.89179
O 1.59108 0.54863 1.54509
C 0.72217 0.79069 0.40970
C -0.36316 1.77113 0.84830
C -1.23663 1.26320 1.99034
C -2.34912 0.32049 1.52355
N -1.80752 -1.05427 1.44501
S -2.64503 -2.08945 0.47697
O -1.70959 -2.78974 -0.33072
O -3.69145 -1.42776 -0.21762
F -3.27753 -3.14344 1.44408
H 2.19069 -2.09835 3.38982
H 1.76598 -0.43827 3.84915
H 0.53031 -1.56631 3.23765
H 0.32838 -0.13692 0.00563
H 1.32960 1.30770 -0.33009
H -0.94719 2.11079 0.00645
H 0.18008 2.63467 1.21545
H -1.70282 2.14012 2.43553
H -0.64009 0.79424 2.77159
H -2.77650 0.67047 0.59377
H -3.12590 0.37105 2.28914
H -1.67216 -1.44621 2.36877
C -4.91901 4.68475 -2.33906
C -3.81654 5.29757 -1.51217
C -2.52111 5.51939 -2.25686
O -1.54750 5.41638 -1.20836
C -2.07453 4.62946 -0.24155
O -1.46245 4.18503 0.67496
O -3.39187 4.40549 -0.46503
H -4.63477 3.69035 -2.68509
H -5.82313 4.56816 -1.74234
H -5.15019 5.31042 -3.20095
H -4.16480 6.22201 -1.04377
H -2.46695 6.49459 -2.73420
H -2.31764 4.74417 -2.99922
C 3.39586 -3.33614 -1.29637
C 3.94442 -4.73212 -1.15693
C 5.12497 -4.84878 -0.22349
O 5.83418 -5.97075 -0.76474
C 5.53703 -6.03986 -2.08869
O 6.09950 -6.73560 -2.86751
O 4.51573 -5.20334 -2.39381
H 4.14440 -2.66827 -1.72643
H 2.53945 -3.33000 -1.97126
H 3.07763 -2.93957 -0.33004
H 3.14683 -5.42411 -0.87204
H 4.83320 -5.04274 0.80601
H 5.77932 -3.97423 -0.25317

=====

[5]
Formula: C14H24I2IrN3O3PS
Source: the OMol25 dataset
Level of theory: ωB97M-V/def2-TZVPD

Properties
Lowest unoccupied orbital energy (spin up / spin down): -5.03 / -5.19 eV
HOMO (spin up / spin down): -11.34 / -11.36 eV
ΔE to the lowest compared entry with this formula, charge and spin: 0.0 kcal/mol
Calculated total energy: -2376.9396 Ha
Net charge: +1
HOMO-LUMO gap (spin up / spin down): 6.3 / 6.2 eV

Element x y z (Å)
Ir -1.00353 -0.91836 1.17949
I -1.56152 1.34836 2.64848
C -0.90475 0.15629 4.28099
I 0.49202 -1.26646 3.55464
H -1.76744 -0.38905 4.64456
H -0.44935 0.78076 5.04001
O -4.57136 -2.46697 2.30593
C -3.63879 -2.39706 1.54484
O -2.43241 -2.03516 1.92696
C -3.79273 -2.86854 0.12663
C -4.87286 -3.70273 -0.13523
C -5.11545 -4.18961 -1.40808
C -4.28151 -3.83538 -2.46322
C -3.21106 -2.99894 -2.22579
C -2.95102 -2.51685 -0.93237
S -1.56511 -1.47127 -0.86327
H -5.52472 -3.95626 0.68863
H -5.96287 -4.84049 -1.57920
H -4.46830 -4.20264 -3.46301
H -2.55117 -2.69862 -3.03125
C 2.22525 -0.97493 -1.74688
N 2.47360 0.38765 -1.29049
C 3.40245 1.17257 -2.09673
P 1.63571 1.10970 -0.08991
O 0.69420 0.10235 0.50178
N 2.74881 1.73847 0.94689
C 3.92896 0.93590 1.27599
C 2.23750 2.48153 2.10136
N 0.80471 2.43252 -0.60644
C 1.38010 3.76495 -0.77261
C -0.37701 2.19051 -1.43400
H 3.11031 -1.60163 -1.60776
H 1.96756 -0.97614 -2.80857
H 1.40266 -1.41064 -1.18905
H 4.38643 0.69771 -2.11963
H 3.51534 2.17110 -1.67792
H 3.04640 1.26344 -3.12622
H 4.28053 0.39908 0.39944
H 3.71830 0.21249 2.07033
H 4.72475 1.59889 1.61635
H 1.26539 2.91388 1.87714
H 2.92771 3.28815 2.35513
H 2.13645 1.82821 2.97515
H 2.29559 3.86031 -0.19714
H 0.66972 4.51843 -0.42475
H 1.60006 3.97189 -1.82438
H -0.67576 1.14651 -1.37667
H -0.17886 2.44151 -2.48001
H -1.21291 2.80457 -1.09016